[1]
The following is a DFT calculation (ωB97M-V/def2-TZVPD) of a molecular structure, C14H18F24O27S11Zn3 at a distorted geometry.

The geometry in ORCA input format:
```
! wB97M-V def2-TZVPD RIJCOSX def2/J DEFGRID3
* xyz -2 1
Zn -0.4645 1.2787 2.4181
Zn 2.6094 -2.4191 1.6099
Zn -1.9989 -3.5027 0.5880
C -0.7067 -2.5543 5.0596
F -0.8267 -3.8739 5.1693
F -1.8942 -2.0814 5.3973
F 0.2723 -2.1280 5.8188
S -0.3530 -2.1095 3.2080
O -0.6031 -0.6768 3.0729
O 1.0430 -2.3025 2.8405
O -1.3080 -2.8968 2.4568
C 6.3941 -0.9566 0.0234
F 6.1184 0.0158 0.9013
F 7.1593 -0.4756 -0.9423
F 7.1352 -1.8572 0.7075
S 4.9333 -1.7596 -0.8116
O 4.0637 -2.2179 0.2823
O 4.3516 -0.6875 -1.6005
O 5.5265 -2.8443 -1.5762
C -1.7229 -4.3321 -3.4958
F -0.6318 -4.3804 -2.7634
F -1.7206 -3.1773 -4.1506
F -1.7903 -5.3449 -4.3491
S -3.2669 -4.4365 -2.4077
O -4.3149 -3.6099 -3.0150
O -3.6276 -5.8388 -2.3616
O -2.8175 -3.9329 -1.0972
C 0.1598 -0.3773 -1.9526
F -0.9801 0.2732 -2.1840
F 0.2500 -1.4960 -2.6354
F 1.1409 0.4609 -2.1831
S 0.1551 -0.8856 -0.1323
O -0.7773 -1.9756 0.0472
O 1.4985 -1.2895 0.2710
O -0.2900 0.2963 0.5858
C 4.0976 1.8366 2.8822
F 4.2221 2.1165 1.6174
F 5.2310 1.5530 3.4929
F 3.6322 2.8991 3.5412
S 2.7675 0.5105 3.1845
O 3.1577 -0.6302 2.3229
O 2.7782 0.2363 4.6112
O 1.4988 1.1249 2.7764
C 1.5754 5.3396 1.3333
F 1.6998 6.4601 0.6422
F 2.5685 4.4963 0.9782
F 1.7489 5.5716 2.6245
S -0.1041 4.4917 1.0728
O -0.4317 4.6089 -0.3299
O -0.0408 3.1187 1.5993
O -0.9127 5.3972 1.9020
C -4.9944 1.3420 2.9023
F -5.9163 0.7869 2.0796
F -5.6415 2.1341 3.7259
F -4.3855 0.3414 3.5264
S -3.7030 2.2738 1.8962
O -3.5878 3.5756 2.5239
O -2.4272 1.5674 2.1363
O -4.0855 2.2946 0.4925
C 1.0464 -6.0235 2.2294
F 2.3133 -6.4148 2.3672
F 0.1935 -7.0097 2.3847
F 0.8235 -5.1398 3.2421
S 0.9284 -5.1299 0.5783
O 1.3099 -6.1310 -0.3715
O -0.4768 -4.6992 0.5050
O 1.8145 -3.9790 0.7240
C 2.9637 2.6980 -1.6154
S 4.1407 4.0787 -1.8303
O 5.4939 3.5729 -1.4357
C 4.0670 4.3954 -3.6289
H 3.3380 1.9860 -2.3544
H 1.9496 2.9543 -1.9160
H 3.0913 2.3806 -0.5870
H 3.0098 4.6312 -3.7651
H 4.1914 3.4686 -4.1956
H 4.8181 5.1367 -3.8724
C -6.0843 -1.5485 0.3986
S -4.3752 -0.9661 0.4527
O -3.5514 -2.2005 0.7494
C -4.3250 -0.5544 -1.3207
H -6.4199 -2.0106 -0.5303
H -6.7751 -0.7767 0.7334
H -6.1904 -2.3727 1.1093
H -5.0803 0.1856 -1.5828
H -4.4344 -1.4654 -1.9100
H -3.3677 -0.0806 -1.5359
C -2.5588 2.3031 -4.3172
S -1.6145 3.7264 -4.8849
O -2.6016 4.8384 -4.6744
C -0.4126 3.7385 -3.4534
H -3.5470 2.0887 -4.7160
H -2.6635 2.2926 -3.2291
H -1.9463 1.4083 -4.4898
H -0.1319 2.6993 -3.2895
H -0.7914 4.1686 -2.5268
H 0.3914 4.4000 -3.7745
*
```

Computed properties:
- LUMO level (eV) = 3.22
- relative energy (zero: lowest compared OMol25 entry of this formula, charge and spin) (kcal per mole) = 0.00

***

[2]
The following is a DFT calculation (ωB97M-V/def2-TZVPD) of 6 unconnected molecules or ions with the total composition C14H18F4N2O16 at a distorted geometry.

The geometry in ORCA input format:
```
! wB97M-V def2-TZVPD RIJCOSX def2/J DEFGRID3
* xyz 0 1
O 3.0367 -8.6894 -3.4776
C 2.7678 -7.7931 -2.6733
O 1.7573 -6.9095 -2.8494
C 1.6144 -6.0771 -1.7572
C 3.0725 -6.0462 -1.2556
F 2.9684 -5.8224 0.0261
O 3.4857 -7.3697 -1.5712
H 1.2196 -5.0875 -1.9871
H 0.9022 -6.5799 -1.1030
H 3.5102 -5.1587 -1.7125
O 4.5073 -0.2549 -3.5451
C 5.0948 0.8392 -3.5356
O 6.1773 1.0361 -4.3314
C 6.8559 2.1200 -3.8243
C 5.7863 2.8990 -3.1315
F 5.5358 3.7531 -4.1004
O 4.7860 1.9873 -2.9074
H 7.6686 1.8175 -3.1639
H 7.4071 2.6032 -4.6311
H 6.1539 3.5407 -2.3308
O -9.4749 -4.6824 -0.2854
C -8.4737 -3.9862 -0.2601
O -7.2651 -4.4695 -0.1289
C -6.3127 -3.3901 -0.1265
C -7.2345 -2.1490 -0.1221
F -6.8517 -1.3866 -1.1225
O -8.5122 -2.6473 -0.3190
H -5.6576 -3.3942 0.7446
H -5.7221 -3.3841 -1.0426
H -7.0729 -1.6413 0.8288
O 0.9375 6.1385 2.5408
C -0.0872 6.4155 1.9461
O -0.8456 5.5645 1.3162
C -1.7051 6.2387 0.4361
C -1.8622 7.5475 1.1404
F -2.8927 7.4981 1.9956
O -0.6293 7.6517 1.8220
H -1.3366 6.4836 -0.5600
H -2.6436 5.6861 0.4816
H -1.9569 8.3805 0.4438
C 1.1609 1.3485 5.8037
N -0.2283 1.8302 6.1114
O -0.9619 1.2390 6.9143
O -0.4836 2.8199 5.4656
H 0.9887 0.4408 5.2253
H 1.6781 1.1573 6.7439
H 1.7452 2.0066 5.1605
C 0.2314 -0.0273 0.3271
N -1.1288 -0.7021 0.4445
O -1.6542 -0.5927 1.5440
O -1.6624 -1.1688 -0.5535
H 0.3576 0.5897 1.2167
H 0.2894 0.6148 -0.5518
H 0.9592 -0.8374 0.2814
*
```

Computed properties:
- SMILES = O=C1OC[C@@H](F)O1.O=C1OC[C@@H](F)O1.O=C1OC[C@@H](F)O1.O=C1OC[C@@H](F)O1.C[N+](=O)[O-].C[N+](=O)[O-]
- LUMO level (eV) = -0.24
- relative energy (zero: lowest compared OMol25 entry of this formula, charge and spin) (kcal per mole) = 66.32

***

[3]
The following is a DFT calculation (ωB97M-V/def2-TZVPD) of a gas-phase ion, C14H18N2O (charge +2) at a distorted geometry.

The geometry in ORCA input format:
```
! wB97M-V def2-TZVPD RIJCOSX def2/J DEFGRID3
* xyz 2 1
C -0.4980 3.2524 0.3681
C -1.4107 3.7945 -0.8131
C -1.2384 2.9389 -2.1459
O 0.1806 2.8817 -2.4139
C 0.5737 1.6741 -3.0292
N 0.4757 0.5671 -2.0072
C 1.3422 0.6816 -0.9254
C 1.2989 -0.3101 0.1310
C 0.3405 -1.4547 0.0627
C 0.3467 -2.4224 1.2601
C 0.5280 -1.8052 2.6098
C 0.5914 -2.6351 3.7978
N 0.4464 -3.9987 3.6742
C 0.2794 -4.6320 2.4526
C 0.2194 -3.8864 1.1862
C -0.5337 -1.5444 -1.1103
C -0.4079 -0.4849 -2.1306
H -0.6190 2.1327 0.4205
H 0.5740 3.5456 0.2072
H -0.8475 3.6547 1.3638
H -2.4765 3.6484 -0.4706
H -1.1721 4.8705 -1.0038
H -1.7169 1.9417 -1.9407
H -1.8320 3.4184 -2.9777
H 0.0238 1.4419 -3.9789
H 1.6779 1.7813 -3.2390
H 2.0615 1.5285 -0.8104
H 1.9787 -0.2368 1.0095
H 0.6444 -0.6928 2.6804
H 0.7322 -2.1130 4.7814
H 0.4664 -4.5508 4.5423
H 0.1883 -5.7418 2.4972
H 0.0960 -4.3965 0.1983
H -1.2583 -2.3839 -1.2023
H -1.0553 -0.4645 -3.0441
*
```

Computed properties:
- LUMO level (eV) = -8.47
- relative energy (zero: lowest compared OMol25 entry of this formula, charge and spin) (kcal per mole) = 9.61

***

[4]
The following is a DFT calculation (ωB97M-V/def2-TZVPD) of C14H18N2O3S in the gas phase.

The geometry in ORCA input format:
```
! wB97M-V def2-TZVPD RIJCOSX def2/J DEFGRID3
* xyz 0 1
C 0.9904 -1.1213 -4.3469
C 0.2467 -2.0631 -3.4305
S 0.8354 -1.8226 -1.7353
O 2.2770 -1.7994 -1.6997
O 0.1871 -2.7650 -0.8584
C 0.2651 -0.1873 -1.3072
N -0.6066 0.4864 -2.0126
C -0.7678 1.6655 -1.3610
C 0.0260 1.6983 -0.2412
C 0.2202 2.7841 0.7677
O -0.5046 3.9438 0.4596
N 0.6957 0.5028 -0.2230
C 1.6000 -0.0003 0.7794
C 0.8842 -0.9626 1.7451
C -0.3072 -0.2921 2.3675
C -1.5494 -0.3670 1.7494
C -2.6357 0.3117 2.2727
C -2.4940 1.0679 3.4240
C -1.2631 1.1372 4.0544
C -0.1752 0.4642 3.5257
H 0.6995 -0.0959 -4.1347
H 0.7700 -1.3397 -5.3892
H 2.0602 -1.2271 -4.1813
H 0.4332 -3.1098 -3.6584
H -0.8200 -1.8663 -3.3962
H -1.4505 2.4041 -1.7289
H -0.1422 2.4617 1.7494
H 1.2968 3.0148 0.8559
H -0.2833 4.2271 -0.4349
H 2.0092 0.8506 1.3292
H 2.4073 -0.5323 0.2691
H 0.5701 -1.8456 1.1869
H 1.6000 -1.2667 2.5099
H -1.6610 -0.9668 0.8572
H -3.5949 0.2504 1.7808
H -3.3410 1.5989 3.8318
H -1.1488 1.7199 4.9568
H 0.7862 0.5239 4.0171
*
```

Computed properties:
- SMILES = CCS(=O)(=O)c1ncc(CO)n1CCc1ccccc1
- LUMO level (eV) = 0.68
- relative energy (zero: lowest compared OMol25 entry of this formula, charge and spin) (kcal per mole) = 59.75

***

[5]
The following is a DFT calculation (ωB97M-V/def2-TZVPD) of C14H18N4O3S in the gas phase at a distorted geometry.

The geometry in ORCA input format:
```
! wB97M-V def2-TZVPD RIJCOSX def2/J DEFGRID3
* xyz 0 1
C 2.2395 1.7308 -0.2332
C 2.0539 2.4015 1.1573
C 0.9508 1.7711 2.0121
C 1.1699 0.3372 2.2772
C 1.9838 -0.0918 3.3057
C 2.1428 -1.4541 3.4973
O 2.9340 -1.9217 4.4731
N 1.5120 -2.3333 2.7770
C 0.6541 -1.8578 1.8703
S -0.3545 -2.9589 0.9591
C 0.2626 -2.5172 -0.7294
C 0.4432 -3.8354 -1.5281
C -0.6965 -1.5190 -1.4480
O -1.2299 -1.8689 -2.4872
N -0.8019 -0.2365 -0.9509
C -1.7857 0.6772 -1.3395
C -2.4269 0.8609 -2.5212
C -3.3431 1.9205 -2.3007
C -4.4786 2.2915 -3.2125
N -3.1752 2.4433 -1.1038
O -2.1849 1.6063 -0.4493
N 0.4976 -0.5659 1.5939
H 2.8851 2.3200 -0.8967
H 2.6891 0.7388 -0.0403
H 1.3217 1.5767 -0.7816
H 3.0177 2.3478 1.6759
H 1.8014 3.4514 1.0562
H 0.8781 2.3389 2.9395
H -0.0375 1.9185 1.5184
H 2.5047 0.5693 3.9437
H 2.7543 -2.8675 4.4835
H 1.2783 -2.0559 -0.6128
H -0.4929 -4.4536 -1.5077
H 0.7175 -3.6184 -2.5674
H 1.2043 -4.4621 -1.0583
H -0.3795 -0.0775 -0.0430
H -2.2831 0.2096 -3.3836
H -5.4129 2.0766 -2.7429
H -4.3984 1.7420 -4.1710
H -4.4150 3.3657 -3.4313
*
```

Computed properties:
- SMILES = CCCc1cc(O)nc(S[C@@H](C)C(=O)Nc2cc(C)no2)n1
- LUMO level (eV) = 0.25
- relative energy (zero: lowest compared OMol25 entry of this formula, charge and spin) (kcal per mole) = 10.11

***

[6]
The following is a DFT calculation (ωB97M-V/def2-TZVPD) of a molecular structure, C14H18N6O5PS2SeW.

The geometry in ORCA input format:
```
! wB97M-V def2-TZVPD RIJCOSX def2/J DEFGRID3
* xyz 1 3
W -1.2417 -0.6136 1.1691
C 1.0404 1.9832 -3.4173
N 0.2707 1.8837 -2.1825
C -0.6461 2.7965 -1.7458
C -1.1574 2.3049 -0.5811
N -0.5764 1.1017 -0.3132
C 0.2824 0.8600 -1.2959
P 1.5564 -0.4388 -1.2856
C 1.9102 -0.2804 0.4926
N 0.9898 -0.2670 1.4460
C 1.6454 -0.2631 2.6426
C 2.9878 -0.2507 2.4041
N 3.1430 -0.2693 1.0441
C 4.4184 -0.2735 0.3362
C 0.5854 -1.9725 -1.1268
N -0.0974 -2.3193 -0.0487
C -0.5629 -3.5827 -0.2562
C -0.1500 -4.0075 -1.4852
N 0.5824 -2.9847 -2.0250
C 1.1778 -2.9803 -3.3549
H 0.8128 2.9363 -3.8848
H 0.7648 1.1815 -4.0989
H 2.1066 1.9366 -3.2077
H -0.8640 3.6948 -2.2958
H -1.9210 2.7275 0.0473
H 1.1161 -0.2864 3.5791
H 3.8297 -0.2328 3.0731
H 5.2154 -0.3242 1.0718
H 4.5321 0.6365 -0.2489
H 4.4867 -1.1405 -0.3168
H -1.1488 -4.0997 0.4850
H -0.2992 -4.9352 -2.0094
H 1.2672 -4.0063 -3.6995
H 2.1689 -2.5341 -3.3174
H 0.5497 -2.4248 -4.0492
C -2.8562 3.6311 3.9991
O -3.6578 2.9852 2.9861
C -3.2338 1.8977 2.3866
S -4.2952 1.3403 1.1907
S -1.7149 1.2498 2.7749
H -3.4280 4.5057 4.2871
H -1.8906 3.9152 3.5854
H -2.7239 2.9612 4.8460
O -4.8646 -0.9088 -0.7903
Se -3.6556 -1.6852 -0.0787
O -3.3217 -0.8483 1.4485
O -0.9611 -1.6724 2.4618
O -2.1716 -0.9276 -0.6420
*
```

Computed properties:
- expectation value of S² = 2.010
- LUMO level (spin up / spin down) (eV) = -2.69 / -4.30
- relative energy (zero: lowest compared OMol25 entry of this formula, charge and spin) (kcal per mole) = 9.69